Entry 1:
A molecular structure, C25H70AsF6O20S10. Source: the OMol25 dataset; level of theory: the ωB97M-V functional and the def2-TZVPD basis.

```
132
Properties=species:S:1:pos:R:3
H -4.18 3.59 -0.43
H -4.62 -0.50 -3.60
C -1.83 -2.36 3.73
C 3.62 4.65 2.89
F -0.52 2.72 -1.44
C 0.54 -4.77 -2.36
H -4.62 3.78 -3.41
S 2.44 -2.49 3.13
C 5.52 -1.86 -1.19
H 0.42 2.50 4.39
F 0.01 0.46 -2.34
H 2.13 1.50 -2.69
H -1.97 0.80 7.33
H 1.86 -1.96 -1.66
H 4.17 4.96 -1.96
H 1.88 0.21 -6.64
H -1.01 5.65 1.04
H 2.98 -0.74 -1.13
H 6.32 -2.47 -0.78
H -3.55 -1.80 -4.37
F -0.62 1.76 0.93
O 1.23 -3.60 2.71
O 3.40 5.70 0.35
O 5.18 1.62 -2.73
H 4.46 4.05 2.55
H 1.90 -5.93 -1.15
H -5.49 -0.16 1.44
O -0.66 -5.43 -2.28
S -3.20 4.67 1.61
C 1.51 -4.70 1.98
S 2.51 5.23 1.56
H 3.12 -0.56 1.86
H 0.63 -4.39 -3.38
H -2.91 -2.97 -0.66
H 5.79 4.32 -2.36
C 2.37 -1.31 1.63
H 1.39 -0.83 1.66
C 2.28 -0.50 -5.92
F 1.38 1.10 -0.39
S 1.87 -2.26 -6.11
H -1.98 -1.31 4.00
H -2.93 4.35 -3.09
H -0.44 -1.59 -5.87
C -3.17 3.82 -0.09
H 3.15 -1.32 -2.82
H 0.62 -3.89 -1.73
H -0.82 4.09 1.88
O -2.28 3.53 4.41
H -3.71 4.56 -4.64
O -1.64 -3.28 -3.31
H 2.54 -5.07 2.06
O 1.92 -1.64 4.22
C -3.68 -0.76 -4.08
H -2.65 2.88 0.11
H 4.54 4.38 -3.59
O -4.45 -2.57 3.81
C -2.16 -3.75 -0.67
H 2.72 2.73 -3.88
H -2.78 1.88 -3.38
H 2.77 3.19 0.49
C -0.29 1.70 4.17
H 5.16 -1.12 -0.48
H -1.50 2.33 9.08
H -0.14 -3.10 -5.17
O -3.96 5.98 1.43
S -2.01 -4.36 -2.40
H -1.22 -3.34 -0.29
H 1.31 -4.53 0.92
H 1.92 -0.18 -4.95
H 0.72 -6.79 2.07
H -2.18 2.65 -4.79
H -0.46 -5.45 2.41
O -3.08 -4.19 2.29
H -3.61 -0.21 3.09
H 1.64 3.07 2.01
H -2.64 4.41 -0.83
C 1.94 3.57 1.09
O -3.46 -1.71 1.67
C 0.24 -2.07 -5.17
H 5.84 -1.53 -2.18
O 3.64 -3.56 -0.21
H -2.91 -0.53 -3.34
H -1.21 5.56 2.80
C -3.10 2.48 -4.24
H -0.49 1.45 3.13
O 2.81 -2.90 -5.08
O -2.06 0.51 -5.94
S -3.34 -2.87 2.90
C -3.38 -0.37 2.04
O -4.04 1.79 -4.93
S -1.85 2.22 4.94
C 2.62 2.46 -2.83
C -3.61 3.87 -3.80
H 1.94 3.22 -2.44
C 1.72 -5.76 -2.21
O -2.72 1.05 4.96
C 4.72 4.21 -2.53
H 0.47 -1.69 -4.18
H -0.95 -2.52 3.10
H 4.02 5.39 3.58
H -4.54 1.39 1.93
H -0.30 0.62 6.90
H -4.18 0.65 0.43
H 2.68 -5.34 -2.50
C 2.88 -1.59 -1.80
O -3.17 -5.20 -2.66
H 2.56 -1.79 0.67
H 0.76 -5.92 3.55
O -4.38 -0.12 -6.51
C -1.36 5.03 1.86
H 1.56 -6.72 -2.72
H -1.66 -3.01 4.59
H 3.02 4.00 3.53
F -2.19 0.85 -1.14
As -0.41 1.05 -0.71
S 4.26 2.54 -1.95
H 3.37 -0.51 -5.89
C -4.57 0.43 1.42
C -0.64 1.82 8.66
O -1.15 2.50 6.51
S 4.12 -3.02 -1.56
H -0.46 0.99 9.34
F -0.43 -0.65 0.00
C 0.57 -5.80 2.48
C -1.02 1.33 7.33
H 0.22 2.48 8.51
H -2.43 -4.72 -0.25
S -3.46 0.33 -5.50
H 0.15 0.78 4.54
H -2.39 0.04 1.83
H 1.07 3.68 0.44
O 3.74 -3.18 3.27
```

gap between HOMO and LUMO = 8.203 eV
2S+1 = 1
ΔE to the lowest compared entry with this formula, charge and spin = 4.550 eV
charge = -1
LUMO = 0.0529 Ha



Entry 2:
10 unconnected molecules or ions with the total composition C25H70BBrO12Si. Source: the OMol25 dataset; level of theory: the ωB97M-V functional and the def2-TZVPD basis.

```
110
Properties=species:S:1:pos:R:3
C 3.82 5.87 -2.83
H 2.52 -1.54 -4.19
C -1.05 -4.34 -0.93
C 3.41 -1.70 -3.57
C -2.46 -0.56 2.53
H -3.78 -1.94 2.19
H 3.18 -2.51 -2.85
C 3.72 1.10 -6.97
O -3.60 -1.06 1.84
H -5.75 1.19 5.28
H -0.85 6.67 0.06
H 8.41 7.97 0.39
H -0.64 0.22 -3.88
H 7.86 6.31 -2.13
H -3.21 2.84 5.75
H 4.04 5.57 -3.85
C -1.59 6.16 -0.56
C -5.23 2.10 5.58
H -1.19 6.09 -1.57
H -3.64 0.07 6.02
Br 2.46 3.09 -0.47
H 0.90 1.87 -3.14
O 2.26 1.87 -5.16
O -0.72 3.94 -0.01
H 1.02 0.55 0.25
H -2.31 0.45 2.15
H 2.30 6.93 -1.75
H -2.60 4.26 -0.63
H 4.21 -2.09 -4.22
H -0.14 -4.69 3.10
H -6.98 -7.09 5.50
H 7.19 7.91 -1.81
H -2.04 -0.90 -2.47
C 2.51 6.62 -2.77
H -0.25 -4.73 -1.58
O -6.34 -5.43 4.55
H -0.44 -2.75 -2.96
H -1.12 -0.44 -1.03
H 0.76 -0.64 -3.27
H -4.73 -8.22 5.61
H -0.97 -1.45 1.26
C 7.55 6.99 -1.34
Si 1.69 1.05 -0.98
O -1.36 -3.07 -1.12
H -6.33 -7.40 3.89
C -5.06 -4.32 1.61
H 9.53 7.78 -0.97
H 1.37 -4.84 4.00
H -5.92 -4.20 2.27
H 3.74 4.97 -2.22
H 1.89 -6.94 2.72
H -2.68 -0.48 3.60
H 1.57 1.23 -6.93
H -5.49 2.31 6.62
C -0.49 -2.29 -1.96
C -1.02 -0.87 -2.04
H -4.67 -6.60 6.33
O 1.42 5.85 -3.28
H 3.80 1.02 -8.05
C 1.17 -6.23 2.34
H 0.52 -2.31 -1.51
H -5.11 -3.52 0.86
H 3.00 2.38 -4.80
C 0.42 1.29 -2.33
C 8.72 7.30 -0.42
O 6.49 6.33 -0.67
C -4.82 -7.15 5.40
H -5.59 2.92 4.96
C -1.21 -1.39 2.32
C 3.86 -0.39 -2.87
H -0.05 4.35 0.55
H -2.49 6.77 -0.58
H 4.58 1.66 -6.60
H 0.09 -6.05 4.20
H -3.12 -4.32 1.86
H 2.38 2.79 -7.02
C -1.88 4.77 -0.01
H 9.10 6.38 0.03
O 0.19 -7.00 1.67
H -2.30 4.85 1.00
H -5.64 -5.17 3.94
C 0.59 -5.40 3.48
H 2.54 7.52 -3.39
H 3.43 -1.90 -0.32
H -5.94 -5.81 0.29
H -3.46 1.75 4.40
C 2.43 1.79 -6.57
H -0.36 -0.95 2.85
H 1.69 -5.57 1.63
H 4.65 6.46 -2.44
H -5.01 -6.49 1.63
O 3.71 -0.98 -0.40
C -5.06 -5.67 0.92
H -4.18 -5.71 0.28
B 3.22 -0.22 -1.45
H -0.47 -6.38 1.31
O -1.63 -5.01 -0.12
H -0.40 1.91 -1.93
C -3.73 1.94 5.44
O -3.89 -4.18 2.43
O -3.21 0.90 6.27
H 4.95 -0.43 -2.70
C -0.10 -0.02 -2.95
H 3.67 0.46 -3.54
H 1.36 5.05 -2.74
H -4.02 -6.87 4.71
C -6.18 -6.82 4.81
H 3.76 0.10 -6.55
H -1.35 -2.41 2.69
H 6.17 6.90 0.04
```

gap between HOMO and LUMO = 9.166 eV
2S+1 = 1
LUMO = -0.0023 Ha



Entry 3:
11 unconnected molecules or ions with the total composition C25H72BNO18P. Source: the OMol25 dataset; level of theory: the ωB97M-V functional and the def2-TZVPD basis.

```
118
Properties=species:S:1:pos:R:3
H 2.44 -0.05 6.55
H -0.26 -0.63 -3.53
H 0.22 1.48 -2.21
H 7.09 3.08 0.27
O 0.49 -6.02 3.22
H -3.34 2.47 4.59
C -2.01 7.75 0.01
H -2.09 8.77 -0.38
H 1.92 3.02 -5.18
C 1.28 0.01 4.48
C -1.42 -0.35 -3.54
C -6.20 2.06 6.67
H 1.77 0.83 -5.89
O -3.56 -3.41 -4.73
H 1.08 -5.92 5.19
H -1.58 7.11 -0.76
H 4.34 -4.55 1.41
O -1.54 0.85 -4.43
C 2.44 -1.16 -1.94
H 3.56 -2.63 -3.28
C 6.59 2.12 0.11
C -3.19 5.82 -3.12
H 4.57 -2.21 -1.75
H -6.96 1.50 7.22
H -1.98 -1.14 -0.34
B 0.61 0.88 1.94
H 1.36 -1.48 -2.27
H -3.88 -2.93 -3.95
H 2.39 -6.00 3.98
H -5.57 -0.70 -2.45
H 6.91 0.22 2.49
H -3.95 5.26 -2.56
H -1.48 4.46 0.28
C 1.28 -0.62 0.15
C -5.97 -0.10 -3.27
H 1.47 -4.49 4.19
H -5.84 0.97 -3.06
H 0.96 1.98 1.63
H -1.00 3.51 -1.72
H -1.27 3.14 1.27
O 1.70 0.02 1.44
H -1.37 7.74 0.90
H 6.24 2.07 -0.93
C -2.59 3.08 5.11
C 0.91 1.30 -5.23
H 4.56 -4.99 -1.64
H 7.28 1.30 0.31
C 6.86 -0.87 2.50
O 0.97 2.77 -5.39
O -0.52 0.61 1.03
H -2.06 4.26 -3.38
H 0.74 2.13 3.86
O 5.94 -1.31 1.52
H -1.76 3.29 4.43
H 4.31 -2.77 0.68
H -2.86 2.19 6.81
P 0.71 -2.34 0.76
H -3.47 5.89 -4.17
H -0.62 -2.14 1.35
H -4.18 -3.74 -6.66
C -1.20 -0.75 -1.14
C 3.81 -4.52 -0.86
O 5.48 2.03 0.98
H -1.98 -1.29 -4.00
H -3.03 4.02 5.44
H 2.80 -0.35 -2.75
H 1.21 2.16 -0.74
H -5.48 -3.60 -5.45
C 0.35 1.05 3.56
H 1.16 -7.01 1.04
O -1.94 0.00 -2.19
C 3.48 -2.44 -2.11
H -3.10 6.82 -2.70
H 1.18 1.02 -4.12
O -5.29 -0.43 -4.47
C 1.53 0.35 5.92
O 2.83 -3.59 -1.46
H -0.78 1.02 3.86
C 0.54 -7.28 -0.77
H 7.84 -1.29 2.28
H -6.48 2.13 5.61
O 2.52 -0.49 -0.64
C 1.41 -5.58 4.20
C -4.51 -3.21 -5.77
C -0.58 0.66 -5.55
C 0.18 1.68 -1.04
H -6.11 3.06 7.08
O -3.30 7.27 0.35
H 5.07 -0.92 1.74
H -0.96 1.16 -6.56
H -4.59 -2.14 -5.98
O -2.10 2.36 6.23
H -0.37 -5.63 3.44
C -1.03 2.76 -0.80
C -0.07 0.20 -0.34
O 1.72 -3.09 1.72
C 4.59 -3.91 0.47
H 0.48 -3.14 -0.44
H -0.43 -7.67 -0.46
H -4.35 -0.22 -4.33
H 5.05 1.17 0.81
H 0.75 1.04 6.45
O -4.95 1.39 6.78
H 0.46 -6.21 -0.99
H -3.66 7.86 1.03
H -7.03 -0.31 -3.40
N -0.85 3.65 0.44
H -0.41 -0.51 -5.70
H 6.53 -1.22 3.49
H 0.87 -7.81 -1.67
H -5.07 0.51 6.40
H -0.72 -1.68 -1.67
O 1.49 -7.49 0.26
H 1.76 -0.97 4.04
H 5.75 -3.98 0.22
H -2.12 2.27 -0.85
O -1.95 5.15 -3.00
H 3.17 -5.44 -0.45
```

gap between HOMO and LUMO = 6.213 eV
2S+1 = 1
charge = -1
LUMO = 0.0792 Ha



Entry 4:
A molecular structure, C25H72N3O13. Source: the OMol25 dataset; level of theory: the ωB97M-V functional and the def2-TZVPD basis.

```
113
Properties=species:S:1:pos:R:3
N 47.40 6.58 21.12
C 61.26 -0.80 18.99
H 52.79 3.13 17.80
H 49.89 8.02 18.71
H 47.65 7.01 20.27
N 58.26 7.63 17.92
H 52.23 4.64 13.71
H 54.04 1.01 17.37
H 54.98 2.43 16.44
H 57.63 4.16 17.14
H 60.70 7.70 17.23
H 59.58 1.59 16.50
C 48.38 6.14 21.92
H 58.98 0.11 19.28
H 62.75 8.60 16.11
H 61.01 -1.91 19.03
O 61.21 9.72 17.15
O 52.77 2.30 18.20
H 44.48 10.14 19.67
C 46.61 7.74 21.63
O 52.81 6.88 14.91
H 53.74 8.49 17.93
C 59.15 1.68 17.53
H 54.20 5.14 19.45
O 50.13 4.58 22.16
H 50.68 4.07 13.01
H 60.09 8.57 15.98
H 63.25 10.06 16.42
H 53.79 5.78 21.03
C 48.98 8.25 18.50
O 49.63 5.48 16.03
C 51.96 5.48 17.91
H 56.90 5.59 19.48
C 62.33 9.60 16.30
H 48.68 3.53 15.76
H 58.63 9.74 17.35
H 51.08 7.02 13.96
C 45.49 8.15 20.78
C 51.17 3.75 21.52
H 53.59 7.12 17.19
C 56.38 6.48 19.13
C 57.13 7.76 18.84
H 57.51 8.28 19.82
C 57.28 3.05 16.62
C 51.70 7.61 14.49
H 51.84 3.38 22.41
H 56.54 8.71 18.64
H 53.56 3.91 15.28
H 62.47 -0.89 18.91
C 55.73 3.26 16.79
H 49.00 9.08 17.73
H 57.07 1.28 17.38
H 50.05 5.58 20.40
C 53.08 8.06 17.23
C 49.38 5.21 21.20
H 61.99 9.76 15.30
H 57.72 3.02 15.64
H 51.92 8.59 13.88
H 52.31 3.15 12.83
C 51.57 3.88 13.52
O 44.90 9.28 21.38
H 52.08 7.93 17.45
H 52.46 0.27 17.48
C 48.73 4.41 16.50
C 60.30 8.62 17.03
C 59.33 0.23 18.20
H 58.11 7.39 16.97
H 48.68 8.79 19.43
O 55.25 6.68 19.92
H 50.51 5.33 16.30
H 52.82 5.74 18.29
H 47.78 4.68 16.83
H 48.92 7.07 22.41
H 51.57 6.43 17.78
H 49.14 4.08 17.44
O 55.46 4.41 16.00
H 52.79 8.23 15.31
H 51.81 3.79 15.38
H 58.77 -0.55 17.70
H 47.05 8.70 21.71
H 53.68 5.34 15.21
C 54.56 5.48 20.34
H 43.00 9.35 20.42
O 60.75 0.25 18.18
C 43.95 9.83 20.58
H 48.81 6.64 17.80
H 47.94 5.66 22.82
O 53.25 8.72 15.96
C 53.02 1.18 17.30
O 48.19 7.14 18.08
H 54.98 4.82 20.91
O 52.28 4.89 16.64
H 61.13 -0.57 20.02
O 51.50 3.14 14.76
H 45.70 7.98 19.74
H 52.77 1.56 16.34
H 46.30 7.58 22.65
H 52.79 6.30 15.68
C 53.98 4.61 15.85
H 53.45 4.51 16.90
H 51.36 4.71 18.34
H 59.48 9.23 18.71
H 59.74 2.37 18.10
H 43.75 10.72 20.86
H 56.05 6.22 18.31
H 51.72 4.21 20.78
H 44.88 7.38 21.04
N 57.70 1.99 17.52
H 49.08 4.53 20.60
H 55.29 3.39 17.72
H 50.43 3.06 21.10
H 50.99 7.60 15.27
C 59.01 8.88 17.82
```

gap between HOMO and LUMO = 5.993 eV
2S+1 = 1
ΔE to the lowest compared entry with this formula, charge and spin = 8.265 eV
charge = -1
LUMO = 0.0871 Ha



Number 1 is which compound?
C25H70AsF6O20S10